(1)
Entry from OMol25: C48H33N7O5P2Se2Ti as an isolated structure (wB97M-V/def2-TZVPD).

energy above the lowest of the compared OMol25 structures with the same formula, charge and spin = 112.47 kJ/mol
orbital gap = 5.110 eV
LUMO = 3.53 eV
net charge = -2
E_HOMO = -1.58 eV
multiplicity = 1

```
98
C48H33N7O5P2Se2Ti wB97M-V/def2-TZVPD
Ti 0.410 1.442 2.452
C 4.440 1.101 -1.421
C 4.183 2.444 -1.169
C 3.480 2.825 -0.039
C 3.016 1.869 0.869
C 3.301 0.526 0.624
C 3.995 0.147 -0.516
N 2.219 2.240 1.961
C 2.768 2.953 3.002
C 4.106 3.317 3.171
C 4.486 4.068 4.276
C 3.551 4.458 5.230
C 2.220 4.087 5.095
C 1.832 3.328 3.997
N 0.568 2.861 3.728
N -0.508 3.430 4.364
C -1.562 3.232 3.613
C -2.869 3.660 4.019
C -3.921 3.508 3.182
C -3.724 2.924 1.898
C -2.468 2.487 1.584
N -1.402 2.584 2.402
H 4.975 0.806 -2.315
H 4.511 3.199 -1.874
H 3.241 3.866 0.143
H 2.964 -0.213 1.338
H 4.192 -0.906 -0.688
H 4.844 3.014 2.439
H 5.527 4.344 4.393
H 3.861 5.039 6.091
H 1.472 4.366 5.824
H -2.967 4.098 5.003
H -4.910 3.831 3.485
H -4.529 2.829 1.184
H -2.272 2.048 0.614
O 0.110 -2.632 7.120
C 0.163 -1.882 6.172
C -1.031 -1.321 5.402
O -2.205 -1.581 5.617
C -0.430 -0.463 4.389
C 0.959 -0.481 4.450
O 1.602 0.207 3.567
C 1.439 -1.361 5.510
O 2.576 -1.664 5.827
O -0.975 0.252 3.464
Se -0.955 2.350 -4.744
P -0.627 0.612 -3.605
C 0.763 -0.338 -4.299
C 1.867 -0.651 -3.518
C 2.989 -1.232 -4.097
C 3.007 -1.521 -5.449
C 1.907 -1.201 -6.239
C 0.802 -0.593 -5.672
C -2.136 -0.406 -3.620
C -3.027 -0.293 -2.557
C -4.202 -1.032 -2.542
C -4.506 -1.869 -3.604
C -3.643 -1.945 -4.692
C -2.466 -1.217 -4.702
C -0.272 0.835 -1.855
C -0.189 0.051 -0.693
N 0.031 0.942 0.306
N 0.078 2.164 -0.205
N -0.084 2.126 -1.492
P -0.332 -1.698 -0.189
Se 0.828 -2.202 1.484
C 0.078 -2.736 -1.633
C 1.353 -3.299 -1.673
C 1.736 -4.096 -2.736
C 0.848 -4.345 -3.774
C -0.431 -3.815 -3.726
C -0.821 -3.022 -2.656
C -2.093 -1.965 0.157
C -2.701 -3.194 -0.088
C -4.003 -3.419 0.328
C -4.697 -2.434 1.020
C -4.079 -1.228 1.308
C -2.781 -0.996 0.878
H 1.881 -0.411 -2.462
H 3.846 -1.452 -3.474
H 3.881 -1.978 -5.896
H 1.925 -1.397 -7.304
H -0.014 -0.258 -6.300
H -2.798 0.354 -1.722
H -4.858 -0.966 -1.684
H -5.412 -2.461 -3.587
H -3.883 -2.588 -5.531
H -1.793 -1.305 -5.544
H 2.032 -3.109 -0.850
H 2.734 -4.515 -2.759
H 1.153 -4.956 -4.615
H -1.137 -4.014 -4.522
H -1.831 -2.638 -2.622
H -2.157 -3.986 -0.585
H -4.468 -4.377 0.132
H -5.707 -2.622 1.363
H -4.577 -0.464 1.892
H -2.298 -0.074 1.167
```

=====

(2)
Entry from OMol25: C4H11N2O in the gas phase in a non-equilibrium geometry (wB97M-V/def2-TZVPD).

energy above the lowest of the compared OMol25 structures with the same formula, charge and spin = 169.67 kJ/mol
orbital gap (alpha / beta) = 9.876 / 7.072 eV
LUMO (alpha / beta) = 1.01 / -1.78 eV
net charge = 0
E_HOMO (alpha / beta) = -8.87 / -8.85 eV
multiplicity = 2

```
18
C4H11N2O wB97M-V/def2-TZVPD
N -0.013 1.771 1.713
C 0.927 0.701 1.526
C 1.061 0.090 0.109
N 0.358 -1.185 0.076
C -0.461 -1.444 -1.155
C -1.544 -0.298 -1.220
O -1.080 0.891 -1.601
H -0.840 1.638 1.130
H 0.318 2.702 1.492
H 1.925 1.134 1.845
H 0.822 -0.129 2.247
H 2.122 0.034 -0.203
H 0.502 0.787 -0.543
H 1.058 -1.931 0.017
H -0.769 -2.480 -1.086
H 0.012 -1.285 -2.156
H -2.362 -0.684 -1.955
H -2.035 -0.312 -0.236
```

=====

(3)
Entry from OMol25: C5H8O2 in the gas phase in a non-equilibrium geometry (wB97M-V/def2-TZVPD).

energy above the lowest of the compared OMol25 structures with the same formula, charge and spin = 63.96 kJ/mol
orbital gap = 10.786 eV
LUMO = 0.81 eV
net charge = 0
structure (SMILES) = C=CCCC(=O)O
E_HOMO = -9.98 eV
multiplicity = 1

```
15
C5H8O2 wB97M-V/def2-TZVPD
C -2.254 0.540 0.107
C -1.177 0.545 0.881
C -0.212 -0.589 0.971
C 1.184 -0.207 0.458
C 1.291 -0.329 -1.058
O 1.036 -1.339 -1.645
O 1.951 0.711 -1.675
H -2.450 -0.341 -0.517
H -2.917 1.364 -0.146
H -0.864 1.501 1.326
H -0.092 -1.005 1.983
H -0.615 -1.367 0.291
H 1.561 0.758 0.741
H 1.929 -0.952 0.871
H 1.629 0.708 -2.589
```

=====

(4)
Entry from OMol25: a 2-piece molecular cluster, C27H31OSi overall in a non-equilibrium geometry (wB97M-V/def2-TZVPD).

energy above the lowest of the compared OMol25 structures with the same formula, charge and spin = 153.43 kJ/mol
orbital gap = 5.245 eV
LUMO = -5.30 eV
net charge = +1
E_HOMO = -10.55 eV
multiplicity = 1

```
60
C27H31OSi wB97M-V/def2-TZVPD
C 6.609 1.753 2.153
C 5.326 1.101 1.735
C 4.920 1.107 0.390
C 3.685 0.590 0.026
C 2.831 -0.035 0.977
C 1.595 -0.640 0.536
C 1.088 -1.777 1.326
C 0.839 -2.996 0.673
C 0.108 -3.989 1.311
C -0.364 -3.782 2.614
C -0.083 -2.593 3.294
C 0.607 -1.571 2.642
C 3.314 -0.120 2.314
C 4.519 0.463 2.685
H 6.592 1.971 3.227
H 7.479 1.113 1.955
H 6.763 2.694 1.614
H 5.587 1.536 -0.365
H 3.383 0.586 -1.028
H 1.557 -0.770 -0.554
H 1.234 -3.124 -0.340
H -0.097 -4.919 0.777
H -0.952 -4.561 3.101
H -0.408 -2.443 4.327
H 0.764 -0.605 3.136
H 2.770 -0.707 3.049
H 4.852 0.416 3.726
C -3.752 -2.928 -1.254
Si -2.608 -1.602 -1.885
C -0.951 -2.263 -2.412
C -3.413 -0.594 -3.230
O -2.322 -0.638 -0.528
C -1.720 0.581 -0.377
C -0.397 0.661 0.029
C 0.264 1.968 0.045
C -0.354 2.986 -0.950
C -1.844 2.940 -1.022
C -2.521 1.752 -0.657
C -3.923 1.695 -0.701
C -4.645 2.765 -1.207
C -3.970 3.928 -1.620
C -2.583 4.022 -1.514
H -3.904 -3.701 -2.021
H -3.342 -3.403 -0.353
H -4.731 -2.498 -1.000
H -1.078 -2.868 -3.322
H -0.253 -1.446 -2.638
H -0.500 -2.891 -1.633
H -3.436 -1.192 -4.153
H -4.445 -0.327 -2.966
H -2.864 0.335 -3.435
H -0.059 -0.159 0.653
H 0.185 2.389 1.067
H 1.336 1.848 -0.147
H -0.013 3.989 -0.655
H 0.075 2.779 -1.948
H -4.419 0.787 -0.348
H -5.728 2.688 -1.278
H -4.543 4.761 -2.025
H -2.060 4.932 -1.813
```

=====

(5)
Entry from OMol25: C12H19O4PPr as an isolated structure in a non-equilibrium geometry (wB97M-V/def2-TZVPD).

orbital gap (alpha / beta) = 6.067 / 6.304 eV
LUMO (alpha / beta) = -13.40 / -13.19 eV
net charge = +3
E_HOMO (alpha / beta) = -19.46 / -19.50 eV
multiplicity = 3

```
37
C12H19O4PPr wB97M-V/def2-TZVPD
Pr 0.103 -0.411 -1.602
C 0.324 0.494 0.968
O 0.550 1.346 1.732
C -0.081 2.120 -0.880
O -0.134 3.140 -0.337
C -1.898 0.004 -0.176
O -2.902 0.335 0.294
C 2.220 0.040 -0.142
O 3.174 0.335 0.454
C 0.001 -1.558 -4.291
H 0.930 -2.145 -4.269
H -0.930 -2.139 -4.240
C -0.002 -0.238 -4.622
H -0.933 0.293 -4.856
H 0.921 0.294 -4.883
C 1.713 -1.947 3.336
C 0.805 -2.916 2.575
P -0.408 -2.128 1.407
C -1.005 -3.600 0.493
C -1.461 -4.764 1.365
C -1.864 -1.835 2.509
C -1.866 -2.603 3.833
H 2.115 -1.100 2.758
H 2.578 -2.499 3.733
H 1.225 -1.513 4.217
H 1.403 -3.582 1.935
H 0.195 -3.502 3.287
H -1.816 -3.282 -0.170
H -0.175 -3.909 -0.153
H -2.371 -4.523 1.922
H -1.666 -5.640 0.743
H -0.705 -5.040 2.110
H -1.857 -0.749 2.680
H -2.789 -2.047 1.950
H -1.898 -3.687 3.681
H -0.976 -2.389 4.436
H -2.751 -2.341 4.429
```

=====

(6)
Entry from OMol25: C30H40B2CsF9N8O4P2S as an isolated structure in a non-equilibrium geometry (wB97M-V/def2-TZVPD).

orbital gap = 4.560 eV
LUMO = -1.80 eV
net charge = 0
E_HOMO = -6.36 eV
multiplicity = 1

```
97
C30H40B2CsF9N8O4P2S wB97M-V/def2-TZVPD
Cs -1.145 0.392 1.670
C 3.796 0.443 3.711
C 2.478 0.104 3.121
N 1.342 0.789 3.145
O 1.461 1.723 4.092
B 0.999 1.478 5.503
F 1.115 2.654 6.172
F 1.888 0.444 6.154
O -0.378 0.872 5.648
N -0.775 -0.065 4.732
C -0.611 -1.281 5.221
C -0.365 -1.567 6.670
C -0.866 -2.406 4.338
N -0.723 -2.234 3.050
O -0.778 -3.419 2.367
B 0.040 -3.383 1.022
F 0.222 -4.671 0.803
F -0.651 -2.642 0.053
O 1.428 -2.763 1.282
N 1.399 -1.416 1.631
C 2.432 -1.207 2.424
C 3.507 -2.199 2.758
C -1.356 -3.701 4.821
H 3.932 1.476 3.980
H 3.954 -0.206 4.621
H 4.631 0.214 3.026
H -1.070 -0.998 7.267
H -0.330 -2.622 6.942
H 0.655 -1.107 6.746
H 3.354 -3.163 2.289
H 4.507 -1.980 2.357
H 3.545 -2.325 3.837
H -1.673 -3.700 5.832
H -2.234 -3.986 4.234
H -0.599 -4.486 4.629
C 4.843 2.600 -4.670
P 3.399 1.446 -4.440
C 2.106 2.194 -5.535
C 3.600 -0.310 -4.848
C 3.956 -0.489 -6.213
C 4.223 -1.752 -6.737
C 3.893 -2.842 -5.923
C 3.356 -2.649 -4.630
C 3.263 -1.391 -4.071
P 2.340 -1.438 -2.478
C 0.999 -2.620 -2.724
C 3.421 -2.528 -1.550
H 4.746 3.131 -5.594
H 5.765 2.009 -4.705
H 4.960 3.233 -3.784
H 1.128 1.715 -5.236
H 2.366 1.979 -6.588
H 2.099 3.334 -5.289
H 4.107 0.380 -6.872
H 4.649 -1.893 -7.696
H 4.097 -3.875 -6.259
H 3.171 -3.564 -4.008
H 0.128 -2.096 -3.170
H 0.633 -3.004 -1.743
H 1.319 -3.398 -3.499
H 3.248 -3.590 -1.888
H 2.998 -2.365 -0.546
H 4.480 -2.302 -1.443
F -0.570 6.485 -3.122
C 0.099 5.310 -3.027
C -0.547 4.119 -3.181
F -1.868 4.065 -3.386
C 0.203 2.985 -2.918
F -0.495 1.866 -2.614
C 1.576 2.996 -2.725
S 2.618 1.566 -2.547
C 2.154 4.221 -2.429
F 3.301 4.319 -1.793
C 1.434 5.417 -2.612
F 1.949 6.623 -2.279
C -4.962 1.936 0.164
N -6.436 1.889 -0.089
C -6.695 0.561 -0.636
N -6.335 -0.547 0.241
C -4.883 -0.389 0.498
N -4.496 0.901 1.089
C -5.309 1.059 2.368
N -6.768 0.862 2.179
C -7.187 1.912 1.199
C -7.031 -0.446 1.509
H -4.744 2.939 0.550
H -4.428 1.808 -0.792
H -6.201 0.503 -1.621
H -7.771 0.526 -0.778
H -4.480 -0.448 -0.484
H -4.564 -1.282 1.089
H -5.113 2.078 2.645
H -4.960 0.317 3.085
H -6.927 2.826 1.708
H -8.251 1.792 1.074
H -8.126 -0.484 1.448
H -6.615 -1.262 2.178
```